Computed, not measured: the molecule CN2O2 at a distorted geometry, with ωB97M-V/def2-TZVPD.

Its strongest force on any atom is 0.145 hartree/bohr. The value obtained for the HOMO energy is -11.2 eV. As for the spin multiplicity: 1. The LUMO energy comes out at -1.77 eV.

XYZ file:
```
5
CN2O2 (ωB97M-V/def2-TZVPD)
O -1.88 -0.60 -0.05
O 1.71 -0.66 -0.02
N 0.03 1.18 -0.05
N -0.62 0.06 0.10
C 0.76 0.01 0.01
```